1.
Computed, not measured: a molecular structure, C36H37ClN3O4S4SiYb in a non-equilibrium geometry, with ωB97M-V with the def2-TZVPD basis set.

As for the spin multiplicity: 2. The energy above the lowest of the compared OMol25 structures with the same formula, charge and spin is 6.7 kcal/mol. Its net charge is 0.

Last column: Löwdin spin population.
Geometry (Å):
Yb  0.19  -1.04  -0.21  0.00
Cl  -6.58  -1.08  -1.52  0.00
S  2.47  -1.25  2.33  0.00
S  1.87  1.03  -0.07  0.00
S  -0.10  -2.25  -2.69  0.00
S  1.87  -3.33  -0.09  0.00
Si  -1.35  2.08  1.47  0.00
O  -1.41  -2.39  -0.11  0.00
O  -1.43  0.51  0.84  0.00
O  -2.27  -2.80  1.85  0.00
O  -0.39  -1.73  1.65  0.00
N  2.75  -1.27  -1.79  0.15
N  -1.40  -2.31  1.16  0.00
N  -0.52  0.71  -1.59  0.01
C  2.55  1.15  -4.73  0.15
C  1.84  1.00  -1.94  0.01
C  0.77  -4.39  -1.09  0.00
C  4.30  -0.43  -4.05  0.11
C  1.07  -1.10  -3.51  0.02
C  -3.93  3.13  0.89  0.00
C  -0.09  1.00  3.81  0.00
C  1.31  2.28  5.29  0.00
C  4.72  -1.45  -3.19  0.12
C  3.75  -0.74  1.12  0.00
C  0.68  1.09  4.96  0.00
C  -5.04  -0.66  -0.83  0.00
C  1.77  -3.91  1.63  0.00
C  0.46  1.55  -2.29  0.03
C  -2.61  0.07  0.27  0.00
C  3.06  0.18  -3.87  0.04
C  -4.97  2.66  3.41  0.00
C  -1.72  0.56  -2.01  0.01
C  2.18  -0.33  -2.72  0.02
C  0.32  1.89  -3.74  0.15
C  2.76  -3.06  2.42  0.00
C  3.53  0.68  0.61  0.00
C  -5.26  3.41  1.15  0.00
C  0.38  3.30  3.32  0.00
C  -3.65  -0.35  1.08  0.00
C  1.29  1.82  -4.70  0.03
C  0.80  -3.85  -2.52  0.00
C  -4.86  -0.73  0.54  0.00
C  -3.64  2.39  3.15  0.00
C  -5.79  3.17  2.41  0.00
C  1.16  3.39  4.46  0.00
C  -2.77  0.11  -1.13  0.00
C  -0.25  2.10  2.97  0.00
C  -4.02  -0.25  -1.66  0.00
C  3.92  -1.79  -2.10  0.09
C  -3.10  2.61  1.88  0.00
H  3.18  1.40  -5.58  0.01
H  -3.49  -0.40  2.15  0.00
H  1.82  -3.70  -2.87  0.00
H  -0.58  0.07  3.56  0.00
H  1.16  -5.41  -1.06  0.00
H  -5.39  2.47  4.39  0.00
H  2.60  1.73  -2.21  0.00
H  0.38  2.51  -1.76  0.01
H  0.76  -3.78  2.01  0.00
H  4.72  -0.80  1.60  0.00
H  4.28  -2.56  -1.42  0.01
H  0.26  4.17  2.69  0.00
H  -2.00  0.80  -3.04  0.00
H  3.78  -3.23  2.06  0.00
H  -0.24  -4.37  -0.69  0.00
H  -6.83  3.40  2.61  0.00
H  1.61  -1.71  -4.23  0.00
H  0.28  -4.55  -3.18  0.00
H  2.71  -3.32  3.47  0.00
H  5.67  -1.94  -3.34  0.01
H  3.69  -1.44  0.29  0.00
H  4.28  0.92  -0.15  0.00
H  -0.58  2.43  -3.98  0.01
H  -3.52  3.31  -0.10  0.00
H  1.06  2.34  -5.62  0.00
H  -0.83  2.96  0.41  0.00
H  -5.67  -1.07  1.18  0.00
H  4.93  -0.10  -4.87  0.00
H  -3.01  1.98  3.94  0.00
H  0.79  0.22  5.60  0.00
H  0.42  -0.43  -4.06  0.01
H  2.06  -4.96  1.68  0.00
H  -5.89  3.81  0.36  0.00
H  -4.16  -0.21  -2.73  0.00
H  1.64  4.32  4.72  0.00
H  1.91  2.35  6.18  0.00
H  3.61  1.39  1.43  0.00



2.
Computed, not measured: a molecular structure, C36H37CsN6O3Se in a non-equilibrium geometry, with ωB97M-V with the def2-TZVPD basis set.

As for the spin multiplicity: 1. The energy above the lowest of the compared OMol25 structures with the same formula, charge and spin is 27.1 kcal/mol. Its net charge is -2.

Last column: Löwdin charge in e.
Geometry (Å):
Cs  -0.04  -1.30  -0.05  1.08
Se  5.77  -3.94  5.20  0.14
O  -4.76  -1.99  1.51  -0.01
O  1.78  1.30  0.65  -0.03
O  -1.03  -3.72  -0.43  -0.25
N  3.57  -3.00  3.40  -0.05
N  2.22  -0.83  -2.21  0.01
N  -0.53  0.20  -2.83  0.03
N  -2.72  -2.51  0.56  0.05
N  2.04  -2.28  -11.04  0.13
N  3.51  2.53  -0.05  0.08
C  -0.60  3.24  2.10  -0.27
C  1.89  -2.03  -9.93  -0.20
C  -2.38  1.60  2.31  -0.26
C  1.73  -2.35  -6.23  0.00
C  2.21  2.11  -0.15  -0.49
C  4.38  -1.13  -2.91  -0.10
C  3.47  -1.00  -1.82  -0.19
C  -3.08  0.51  3.07  -0.04
C  1.31  -0.42  -8.17  -0.03
C  -3.97  -2.79  1.03  -0.54
C  3.61  -1.06  -4.04  -0.06
C  1.91  -2.67  -7.56  -0.02
C  -4.31  -4.28  0.88  -0.11
C  1.70  -1.70  -8.54  -0.25
C  1.38  2.74  -1.25  -0.09
C  -2.87  2.00  1.06  -0.01
C  4.42  -3.37  4.09  -1.06
C  -0.17  -0.35  -4.06  -0.28
C  -2.40  -0.11  -4.12  -0.09
C  -1.24  2.22  2.80  -0.01
C  3.03  3.34  -3.15  -0.21
C  -1.33  -0.52  -4.87  -0.06
C  2.26  -0.87  -3.59  -0.30
C  -2.26  3.02  0.34  -0.27
C  1.33  -1.07  -5.85  -0.18
C  -3.02  -4.88  0.33  -0.11
C  -2.80  3.47  -0.99  -0.06
C  4.32  3.09  -2.37  -0.19
C  1.85  2.50  -2.68  -0.18
C  -1.84  0.33  -2.88  -0.20
C  1.12  -0.11  -6.84  -0.01
C  -2.14  -3.65  0.10  -0.61
C  0.66  3.85  2.63  -0.05
C  -1.13  3.64  0.88  -0.04
C  1.13  -0.74  -4.41  -0.06
C  4.20  3.48  -0.90  -0.19
H  2.78  4.41  -3.07  0.11
H  -2.01  3.48  -1.75  0.07
H  -3.45  -0.12  -4.38  0.08
H  1.00  2.67  -3.34  0.11
H  -3.22  4.47  -0.93  0.07
H  1.32  3.82  -1.05  0.12
H  3.70  4.46  -0.83  0.11
H  1.00  4.68  2.00  0.07
H  -2.51  -5.54  1.02  0.11
H  -4.61  -4.68  1.85  0.11
H  -0.64  4.43  0.32  0.11
H  -4.05  0.85  3.43  0.08
H  1.46  3.11  2.65  0.08
H  3.72  -1.03  -0.76  0.11
H  2.09  1.44  -2.79  0.08
H  1.15  0.33  -8.94  0.11
H  -5.16  -4.37  0.20  0.11
H  3.21  3.14  -4.21  0.10
H  0.80  0.88  -6.54  0.13
H  2.21  -3.67  -7.86  0.12
H  5.45  -1.27  -2.85  0.08
H  -3.14  -5.42  -0.61  0.11
H  5.14  3.67  -2.81  0.10
H  0.53  4.23  3.65  0.07
H  -2.50  0.20  3.94  0.08
H  -0.83  1.89  3.76  0.12
H  -1.36  -0.95  -5.86  0.10
H  4.59  2.03  -2.44  0.11
H  -3.74  1.50  0.65  0.12
H  1.90  -3.10  -5.46  0.13
H  4.05  1.99  0.61  0.14
H  0.38  2.32  -1.13  0.10
H  -3.27  -0.36  2.44  0.05
H  5.19  3.61  -0.46  0.11
H  -2.38  0.74  -2.03  0.09
H  3.94  -1.11  -5.07  0.10
H  -3.58  2.80  -1.35  0.07



3.
Computed, not measured: a molecular structure, C36H37F6N3O2Rh, with ωB97M-V with the def2-TZVPD basis set.

As for the spin multiplicity: 1. For the total energy, the calculation gives -65807.6014 eV. Its net charge is +1.

Last column: Löwdin charge in e.
Geometry (Å):
Rh  -1.66  0.98  -0.53  1.19
F  -1.18  1.34  -5.57  0.18
F  -3.41  -0.21  -5.11  0.17
F  -1.89  -0.95  -3.78  0.15
F  -3.86  -0.48  -3.01  0.17
F  -0.10  1.08  -3.71  0.13
F  -0.90  3.01  -4.22  0.16
O  -1.37  0.69  1.51  -0.12
O  -2.35  1.60  -2.20  -0.24
N  1.99  -0.47  -1.83  0.16
N  0.26  0.56  -0.67  0.01
N  -0.08  -1.47  -1.75  0.18
C  1.90  0.79  1.11  -0.03
C  -1.30  -1.84  -1.14  -0.20
C  2.58  -1.50  -3.96  -0.01
C  0.49  3.40  -1.30  -0.02
C  3.47  -3.72  -4.04  -0.06
C  -1.16  1.69  -4.28  -0.56
C  -2.89  -3.55  -0.63  -0.03
C  -0.69  0.02  4.30  -0.16
C  -3.29  -1.29  0.08  -0.10
C  2.14  3.50  0.61  -0.04
C  -3.69  -2.62  0.02  -0.06
C  -2.91  -0.08  -3.87  -0.56
C  -3.57  2.31  -4.08  0.03
C  0.74  0.78  7.74  -0.03
C  3.07  -2.57  -4.69  -0.06
C  0.28  2.23  5.73  0.01
C  2.75  1.56  1.88  -0.06
C  2.94  -2.73  -1.89  -0.22
C  0.26  0.97  6.33  -0.23
C  3.41  -3.79  -2.65  -0.03
C  -0.94  1.53  2.31  -0.13
C  -0.23  -0.11  5.61  0.00
C  -1.20  -1.23  3.64  -0.01
C  -0.83  -4.18  -1.95  -0.02
C  2.85  -2.83  -0.39  -0.02
C  2.88  2.92  1.63  -0.07
C  -0.08  3.81  3.85  -0.03
C  -2.11  -0.91  -0.53  -0.19
C  2.53  -1.58  -2.57  -0.22
C  -2.49  1.37  -3.56  -0.42
C  -1.68  -3.18  -1.22  -0.20
C  0.71  -0.44  -1.40  -0.36
C  1.17  1.38  0.07  -0.26
C  1.28  2.75  -0.19  -0.22
C  -0.63  1.30  3.70  -0.10
C  -0.14  2.42  4.43  -0.19
H  1.84  -3.08  -0.07  0.08
H  0.83  4.42  -1.46  0.09
H  -1.26  -5.18  -1.87  0.09
H  0.60  3.87  3.00  0.07
H  -4.62  -2.93  0.48  0.11
H  -4.53  2.02  -3.66  0.11
H  0.58  2.84  -2.23  0.06
H  -0.35  -1.88  3.38  0.10
H  -3.20  -4.58  -0.68  0.12
H  1.06  1.72  8.19  0.08
H  3.12  -2.50  -5.77  0.11
H  2.24  -0.60  -4.45  0.12
H  2.50  0.40  -1.81  0.17
H  3.13  -1.89  0.09  0.07
H  -0.05  0.35  8.36  0.09
H  3.52  -3.61  -0.02  0.09
H  0.28  4.50  4.60  0.09
H  3.54  3.53  2.23  0.11
H  -3.34  3.32  -3.76  0.10
H  -1.78  -1.06  2.74  0.06
H  3.85  -4.56  -4.60  0.11
H  0.18  -4.22  -1.54  0.07
H  2.24  4.56  0.41  0.12
H  1.77  -0.26  1.30  0.12
H  -0.76  2.55  1.94  0.12
H  0.65  3.08  6.29  0.12
H  -1.06  4.16  3.53  0.09
H  1.58  0.09  7.76  0.09
H  3.31  1.10  2.68  0.11
H  -0.28  -1.08  6.08  0.13
H  0.30  -2.09  -2.45  0.13
H  -3.92  -0.56  0.58  0.11
H  -1.81  -1.79  4.35  0.09
H  -0.75  -3.95  -3.01  0.09
H  3.74  -4.69  -2.15  0.12
H  -3.64  2.28  -5.17  0.10
H  -0.58  3.45  -1.07  0.07



4.
Computed, not measured: a molecular structure, C36H37N4OP2Se2Tc, with ωB97M-V with the def2-TZVPD basis set.

As for the spin multiplicity: 4. For the total energy, the calculation gives -197385.7854 eV. Its net charge is +3.

Last column: Löwdin spin population.
Geometry (Å):
Tc  -0.18  0.16  -0.18  2.69
Se  1.13  0.78  -2.15  0.02
Se  1.33  -1.76  -0.03  0.01
P  -2.93  -0.55  -0.26  0.01
P  2.46  -0.98  -1.79  0.04
O  -1.70  -0.68  -1.23  0.10
N  2.72  1.82  2.73  0.01
N  0.86  1.36  1.23  0.01
N  0.45  2.23  3.49  0.00
N  1.46  3.66  1.81  0.01
C  -4.41  -1.23  -0.88  0.00
C  -6.83  -2.15  -1.82  0.00
C  1.80  1.78  3.88  0.00
C  0.98  2.82  0.76  0.01
C  -1.59  -2.71  3.53  0.00
C  -2.38  -1.29  1.27  0.00
C  -6.39  -2.56  -0.57  0.00
C  3.20  -1.78  -4.25  0.00
C  2.26  0.94  1.71  0.01
C  -3.06  1.21  -0.01  0.00
C  -2.64  -0.78  2.55  0.00
C  6.71  0.20  -0.81  0.00
C  1.85  -4.23  -4.12  0.00
C  -4.86  -0.82  -2.14  0.00
C  -3.97  3.16  1.07  0.00
C  0.55  3.60  2.96  0.00
C  -2.24  -1.48  3.67  0.00
C  -6.07  -1.29  -2.61  0.00
C  -1.33  -3.23  2.27  0.00
C  4.10  -0.47  -1.38  0.01
C  2.46  -2.13  -3.12  0.01
C  -2.33  2.05  -0.87  0.00
C  2.79  3.20  2.23  0.00
C  1.77  -3.35  -3.04  0.00
C  -3.91  1.78  0.95  0.00
C  6.33  -1.14  -0.83  0.00
C  -5.17  -2.10  -0.09  0.00
C  5.79  1.21  -1.08  0.00
C  -1.72  -2.54  1.14  0.00
C  -3.23  3.98  0.23  0.00
C  4.47  0.88  -1.36  0.00
C  5.03  -1.48  -1.12  0.00
C  3.25  -2.65  -5.32  0.00
C  -2.42  3.43  -0.75  0.00
C  2.59  -3.88  -5.24  0.00
C  -0.05  1.36  2.47  0.01
H  7.06  -1.91  -0.62  0.00
H  -1.90  4.08  -1.45  0.00
H  -6.42  -0.99  -3.58  0.00
H  3.16  3.85  3.02  0.00
H  -1.29  -3.26  4.41  0.00
H  -3.31  5.06  0.31  0.00
H  3.82  -2.40  -6.20  0.00
H  -3.15  0.17  2.68  0.00
H  1.35  -5.18  -4.07  0.00
H  1.75  0.77  4.27  0.00
H  -0.83  -4.19  2.17  0.00
H  4.74  -2.53  -1.16  0.00
H  -4.82  -2.42  0.89  0.00
H  7.74  0.46  -0.59  0.00
H  -4.64  3.60  1.81  0.00
H  2.91  0.97  0.84  0.00
H  -4.54  1.15  1.57  0.00
H  -1.83  1.63  -1.75  0.00
H  0.92  4.26  3.74  0.00
H  -7.78  -2.52  -2.19  0.00
H  2.19  -0.08  2.08  0.00
H  -0.45  3.94  2.66  0.00
H  3.76  1.66  -1.58  0.00
H  -1.04  1.69  2.15  0.00
H  -6.98  -3.23  0.03  0.00
H  2.18  2.44  4.66  0.00
H  6.11  2.24  -1.08  0.00
H  -2.45  -1.09  4.66  0.00
H  -4.27  -0.14  -2.75  0.00
H  2.64  -4.56  -6.08  0.00
H  3.48  3.25  1.39  0.00
H  1.67  2.83  -0.08  0.00
H  1.20  -3.61  -2.17  0.00
H  -0.10  0.34  2.84  0.00
H  -0.01  3.15  0.44  0.00
H  3.74  -0.84  -4.29  0.00
H  -1.56  -2.96  0.15  0.00